1.
# C31H38AsN6S2Ti

C31H38AsN6S2Ti as an isolated structure (ωB97M-V/def2-TZVPD, OMol25).

E_tot: -5413.49990 Eh
HOMO-LUMO gap: 6.64 eV
HOMO level: -16.28 eV
Relative energy (zero: lowest compared OMol25 entry of this formula, charge and spin): 0.0 kJ/mol

ORCA input file:
```
! RIJCOSX wB97M-V def2-TZVPD def2/J DEFGRID3
* xyz 3 1
Ti -0.0727 0.8534 -0.7636
C -2.5664 -0.2731 -2.2459
C -3.0991 0.7769 -1.3073
N -2.2109 0.8400 -0.1095
C -2.5005 2.0530 0.6886
C -1.8349 3.2162 0.0250
C -2.1823 4.5252 0.2744
C -1.4721 5.5353 -0.3601
C -0.4514 5.1939 -1.2321
C -0.1629 3.8596 -1.4382
C 0.9366 3.4174 -2.3477
N 0.9780 1.9350 -2.4492
C 0.4517 1.4302 -3.7624
C -1.0133 1.0932 -3.6266
N -1.1478 0.0572 -2.5592
N -0.8397 2.8772 -0.8174
H -3.1601 -0.3382 -3.1595
H -2.5787 -1.2568 -1.7714
H -4.1198 0.5476 -0.9943
H -3.1112 1.7628 -1.7719
H -2.4376 0.0302 0.4721
H -2.1011 1.9209 1.6966
H -3.5782 2.2086 0.7777
H -2.9958 4.7473 0.9517
H -1.7177 6.5735 -0.1802
H 0.1154 5.9546 -1.7521
H 1.8988 3.7778 -1.9785
H 0.7969 3.8544 -3.3384
H 1.9449 1.6333 -2.3794
H 1.0230 0.5384 -4.0136
H 0.6177 2.1720 -4.5434
H -1.4316 0.7319 -4.5681
H -1.5829 1.9732 -3.3242
H -0.6920 -0.7834 -2.9100
S 1.6280 1.5762 0.5981
C 1.4545 0.9668 2.2709
C 2.1110 1.6589 3.2827
C 1.9842 1.2227 4.5949
C 1.2108 0.1107 4.9040
C 0.5604 -0.5831 3.8924
C 0.6955 -0.1605 2.5737
As -0.1153 -1.0972 1.1167
C 0.8873 -2.7243 0.9260
C 0.5849 -3.6375 -0.0831
C 1.2840 -4.8295 -0.1636
C 2.2951 -5.1085 0.7512
C 2.6005 -4.2002 1.7504
C 1.8942 -3.0038 1.8455
C -1.8187 -1.6629 1.8297
C -2.5719 -0.7728 2.6024
C -3.7849 -1.1712 3.1464
C -4.2497 -2.4621 2.9260
C -3.4947 -3.3540 2.1801
C -2.2787 -2.9630 1.6309
H 2.7053 2.5345 3.0578
H 2.4902 1.7618 5.3844
H 1.1161 -0.2174 5.9299
H -0.0391 -1.4524 4.1354
H -0.1948 -3.4378 -0.8100
H 1.0410 -5.5459 -0.9367
H 2.8353 -6.0434 0.6869
H 3.3742 -4.4267 2.4718
H 2.1220 -2.3219 2.6546
H -2.1816 0.2058 2.8647
H -4.3507 -0.4866 3.7641
H -5.1897 -2.7788 3.3571
H -3.8432 -4.3674 2.0332
H -1.7014 -3.6864 1.0717
C 3.9837 -0.9571 -3.8061
N 4.1908 -0.9663 -2.3558
C 3.2652 -0.9430 -1.4115
N 3.6501 -0.9846 -0.1415
S 1.5791 -0.9666 -1.8518
H 4.7934 -1.5242 -4.2574
H 4.0028 0.0610 -4.1938
H 3.0423 -1.4381 -4.0503
H 5.1502 -1.0528 -2.0474
H 4.6212 -1.0556 0.1242
H 2.9590 -1.1537 0.5698
*
```

2.
# C5H12NO

A 2-piece molecular cluster, C5H12NO overall in a non-equilibrium geometry (ωB97M-V/def2-TZVPD, OMol25).

E_tot: -327.41990 Eh
HOMO-LUMO gap: 9.33 eV
HOMO level: -14.31 eV
Relative energy (zero: lowest compared OMol25 entry of this formula, charge and spin): 104.2 kJ/mol

ORCA input file:
```
! RIJCOSX wB97M-V def2-TZVPD def2/J DEFGRID3
* xyz 1 1
C -0.0719 0.4020 1.9403
C 0.2828 -0.7030 0.9483
C 1.2483 -0.1894 -0.0807
C 2.5768 -0.2645 0.0090
C -0.4923 0.5274 -1.6365
N 0.7183 0.4891 -1.2075
H 0.6993 0.6219 2.6744
H -1.0212 0.1940 2.4309
H -0.2166 1.3683 1.4369
H -0.5801 -1.1422 0.4467
H 0.6928 -1.5460 1.5061
H 3.0141 -0.7983 0.8413
H 3.2660 0.2211 -0.6709
H -0.6392 1.2284 -2.4477
H -1.2792 -0.0561 -1.1715
H 1.3627 1.1502 -1.6282
H -3.4529 -0.3070 0.6443
H -3.7096 -0.6799 -0.7543
O -3.0419 -0.2282 -0.1954
*
```

3.
# C42H54F6O30

A 12-piece molecular cluster, C42H54F6O30 overall in a non-equilibrium geometry (ωB97M-V/def2-TZVPD, OMol25).

E_tot: -4489.37242 Eh
HOMO-LUMO gap: 10.53 eV
HOMO level: -9.91 eV
SMILES: O=C1OC[C@@H](F)O1.O=C1OC[C@@H](F)O1.O=C1OC[C@@H](F)O1.O=C1OC[C@@H](F)O1.O=C1OC[C@@H](F)O1.O=C1OC[C@@H](F)O1.O=C1CCCO1.O=C1CCCO1.O=C1CCCO1.O=C1CCCO1.O=C1CCCO1.O=C1CCCO1

ORCA input file:
```
! RIJCOSX wB97M-V def2-TZVPD def2/J DEFGRID3
* xyz 0 1
O -9.1631 -15.5401 -17.0427
C -9.9574 -15.7871 -17.9321
O -10.9146 -16.7274 -17.7046
C -11.9021 -16.7283 -18.7931
C -11.2840 -16.0918 -19.9831
C -10.2478 -15.1518 -19.3400
H -12.7402 -16.1999 -18.3137
H -12.3311 -17.7173 -18.9647
H -12.0269 -15.5744 -20.5439
H -10.7646 -16.8054 -20.6018
H -10.6676 -14.1392 -19.0797
H -9.2912 -15.1227 -19.8643
O -7.1114 -20.0668 -16.7903
C -7.5524 -19.7089 -17.8671
O -6.7678 -19.7867 -18.9636
C -7.4873 -19.4707 -20.2328
C -8.7723 -18.7778 -19.8084
C -8.9072 -19.2081 -18.2936
H -7.6324 -20.4268 -20.7058
H -6.8275 -18.8652 -20.8229
H -9.5941 -19.0806 -20.4476
H -8.6019 -17.7286 -19.7376
H -9.4367 -20.2086 -18.2605
H -9.3770 -18.4592 -17.6750
O -0.5714 -12.0068 -17.8597
C -0.1858 -10.9865 -17.3191
O -0.2767 -10.7821 -15.9492
C 0.0757 -9.4673 -15.5778
C 0.7362 -8.8423 -16.8586
C 0.5179 -9.8191 -17.9665
H 0.7693 -9.4472 -14.7253
H -0.7567 -8.8651 -15.3527
H 1.7867 -8.7013 -16.6988
H 0.3650 -7.8388 -17.1720
H 1.5375 -10.1132 -18.3530
H -0.1692 -9.3947 -18.6960
O -2.6076 -15.9847 -21.5772
C -2.5182 -14.8775 -21.1645
O -3.5557 -14.0056 -21.1927
C -3.1511 -12.8273 -20.4831
C -1.6476 -12.7289 -20.8230
C -1.2714 -14.1965 -20.6967
H -3.2918 -12.9158 -19.4724
H -3.7614 -12.0168 -20.8977
H -1.0981 -12.1374 -20.0650
H -1.5140 -12.3884 -21.8422
H -1.0826 -14.4294 -19.6380
H -0.4024 -14.6707 -21.1937
O -1.1920 -18.7302 -16.4929
C -1.9657 -19.5350 -16.0972
O -2.8848 -19.2644 -15.1548
C -3.6990 -20.4015 -14.8768
C -2.9019 -21.5953 -15.3966
C -2.2152 -20.9599 -16.5616
H -4.6272 -20.2878 -15.4592
H -3.9224 -20.3223 -13.7932
H -3.4327 -22.5045 -15.6218
H -2.1602 -21.9062 -14.6242
H -2.9121 -20.9376 -17.4867
H -1.2601 -21.4919 -16.8713
O -7.0752 -15.7968 -19.6361
C -6.2447 -16.2789 -18.9430
O -6.5420 -17.1073 -17.9063
C -5.3426 -17.3746 -17.1259
C -4.3040 -16.2521 -17.4402
C -4.7264 -16.1501 -18.9636
H -4.8564 -18.2842 -17.4369
H -5.5891 -17.4409 -16.0610
H -3.2794 -16.6648 -17.4016
H -4.3714 -15.3162 -16.8679
H -4.3171 -17.0242 -19.4922
H -4.4605 -15.2022 -19.5056
C -4.4453 -11.5002 -16.6065
C -5.2443 -10.6560 -15.6926
O -4.8810 -9.2989 -16.0262
C -3.6026 -9.3845 -16.6007
O -2.8774 -8.4671 -16.8130
O -3.3851 -10.5730 -17.0124
F -4.8938 -10.9865 -14.4251
H -5.0067 -11.8004 -17.5374
H -3.9969 -12.3492 -16.1419
H -6.3443 -10.6185 -15.7696
C -6.9592 -15.0981 -15.1290
C -7.7199 -14.2842 -14.1321
O -8.4914 -13.4468 -14.9578
C -7.8140 -13.2855 -16.1457
O -8.0551 -12.4091 -16.9433
O -6.8786 -14.2274 -16.2834
F -6.9652 -13.4709 -13.3141
H -7.4338 -16.0157 -15.5528
H -5.9673 -15.2387 -14.7214
H -8.4167 -14.8048 -13.4792
C -3.9181 -6.7425 -19.2874
C -5.0340 -7.7767 -19.3993
O -4.4085 -8.8845 -19.9829
C -3.1896 -8.4374 -20.4767
O -2.6270 -9.0540 -21.3486
O -2.8296 -7.2768 -20.0077
F -6.0510 -7.2428 -20.1742
H -3.5920 -6.4730 -18.3084
H -4.2516 -5.7987 -19.7668
H -5.4908 -8.1098 -18.4137
C -7.9712 -10.3153 -19.2642
C -8.9116 -11.3350 -19.9488
O -8.1550 -12.4675 -20.2482
C -6.8731 -12.2379 -19.8738
O -6.0200 -13.0932 -19.8338
O -6.6924 -10.9938 -19.3529
F -9.1939 -10.7929 -21.2064
H -8.2056 -10.0309 -18.2345
H -7.9858 -9.4766 -19.9882
H -9.8774 -11.5507 -19.5431
C -1.3376 -16.6018 -14.0099
C -0.7607 -15.3940 -14.7797
O -1.6629 -14.3450 -14.4888
C -2.8480 -14.9109 -14.0992
O -3.8672 -14.3048 -14.1363
O -2.6591 -16.1431 -13.6665
F -0.8030 -15.7846 -16.0767
H -0.8953 -16.9509 -13.0724
H -1.4319 -17.4287 -14.6803
H 0.2118 -15.0881 -14.5663
C -5.7561 -16.0609 -23.1314
C -6.5172 -14.8001 -22.8966
O -7.7764 -15.1896 -22.4190
C -7.8341 -16.5421 -22.4598
O -8.8409 -17.1840 -22.2230
O -6.6470 -17.1132 -22.7828
F -6.5976 -14.1500 -24.0524
H -4.9717 -16.1422 -22.3786
H -5.3571 -16.1720 -24.1545
H -6.0455 -14.1491 -22.1874
*
```

4.
# C38H42CuN5O2Si

C38H42CuN5O2Si as an isolated structure in a non-equilibrium geometry (ωB97M-V/def2-TZVPD, OMol25).

E_tot: -3827.42909 Eh
HOMO-LUMO gap (alpha / beta): 6.23 / 6.67 eV
HOMO level (alpha / beta): -3.53 / -4.04 eV

ORCA input file:
```
! RIJCOSX wB97M-V def2-TZVPD def2/J DEFGRID3
* xyz -1 2
Cu 0.6226 -0.6315 -0.2527
C 3.6259 -1.8865 1.2473
N 3.2760 -0.9839 0.1714
C 3.9748 -1.2805 -1.0547
C 3.2530 0.3853 0.5425
C 4.2752 1.2637 0.2257
C 4.1826 2.6128 0.5210
C 3.0157 3.0995 1.0824
C 1.9932 2.2351 1.4149
C 2.1013 0.8548 1.2188
N 1.1228 -0.0654 1.5560
C 0.4482 0.0461 2.7247
C 0.8701 0.9411 3.7392
C 0.1457 1.1842 4.8793
C -1.0490 0.5189 5.1013
C -1.3909 -0.4924 4.2244
C -0.6418 -0.7915 3.0984
N -0.9198 -2.0229 2.3981
C -1.0463 -3.1539 3.3088
C -2.0706 -1.9673 1.5183
H 4.7040 -1.8446 1.4916
H 3.0512 -1.6239 2.1327
H 3.3775 -2.9089 0.9604
H 5.0727 -1.2680 -0.9540
H 3.6790 -2.2745 -1.3940
H 3.6770 -0.5591 -1.8132
H 5.1689 0.8940 -0.2530
H 5.0103 3.2734 0.3032
H 2.8994 4.1597 1.2572
H 1.0763 2.6374 1.8210
H 1.8126 1.4522 3.6068
H 0.5102 1.9014 5.6029
H -1.6708 0.7458 5.9555
H -2.2635 -1.0947 4.4381
H -2.0012 -3.1691 3.8537
H -0.9717 -4.0802 2.7362
H -0.2364 -3.1231 4.0364
H -3.0211 -1.9166 2.0737
H -1.9964 -1.0899 0.8825
H -2.0782 -2.8636 0.8933
C 0.9635 -4.7195 -1.4754
C 0.8932 -3.2294 -1.3025
N 0.8116 -2.6765 -0.1394
O 0.8731 -3.4937 0.9847
C 0.9140 -2.3546 -2.4292
C 0.8908 -2.8893 -3.8346
N 0.9943 -1.0676 -2.1847
O 1.0905 -0.2113 -3.1221
H 0.6813 -5.1969 -0.5376
H 1.9779 -5.0298 -1.7280
H 0.2916 -5.0417 -2.2673
H 0.5088 -2.8821 1.6691
H 1.6965 -3.6038 -4.0117
H 1.0038 -2.0372 -4.5064
H -0.0620 -3.3801 -4.0468
C 0.7991 5.1582 -2.0904
C -0.5494 5.0453 -1.7967
C -1.0874 3.8098 -1.4861
C -0.2972 2.6649 -1.4688
C 1.0531 2.7962 -1.7715
C 1.5992 4.0285 -2.0766
Si -0.9964 0.9541 -0.9531
C -1.9418 0.2331 -2.4499
C -1.8420 0.7767 -3.7240
C -2.4729 0.1885 -4.8050
C -3.2210 -0.9653 -4.6332
C -3.3143 -1.5339 -3.3741
C -2.6703 -0.9448 -2.3022
C -2.3841 1.4580 0.2725
C -2.0360 2.1256 1.4438
C -2.9637 2.3914 2.4304
C -4.2822 2.0002 2.2671
C -4.6592 1.3730 1.0922
C -3.7213 1.1033 0.1134
H 1.2222 6.1256 -2.3283
H -1.1822 5.9229 -1.8064
H -2.1405 3.7323 -1.2515
H 1.6785 1.9180 -1.7741
H 2.6545 4.1067 -2.2954
H -1.2486 1.6659 -3.8675
H -2.3820 0.6247 -5.7913
H -3.7254 -1.4210 -5.4741
H -3.8833 -2.4456 -3.2288
H -2.7276 -1.4114 -1.3284
H -1.0119 2.4353 1.5825
H -2.6505 2.8990 3.3312
H -5.0107 2.1840 3.0445
H -5.6926 1.0928 0.9315
H -4.0298 0.6077 -0.7958
*
```

5.
# C28H23N5O2RuS2Si

C28H23N5O2RuS2Si as an isolated structure in a non-equilibrium geometry (ωB97M-V/def2-TZVPD, OMol25).

E_tot: -2685.88253 Eh
HOMO-LUMO gap: 6.16 eV
HOMO level: -8.05 eV

ORCA input file:
```
! RIJCOSX wB97M-V def2-TZVPD def2/J DEFGRID3
* xyz 0 1
Ru 0.5536 -0.1645 0.1047
O 7.2815 1.0598 -0.3502
C 6.8441 -0.0740 -0.3082
O 7.2974 -1.2022 -0.3174
C 5.2387 -0.0823 -0.2115
C 4.5767 -1.3018 -0.2060
C 3.1843 -1.2959 -0.1222
N 2.5147 -0.1228 -0.0290
C 3.1523 1.0757 -0.0499
C 4.5500 1.1139 -0.1389
C 2.2644 2.2056 -0.0092
C 2.6747 3.5500 -0.0620
C 1.7425 4.5567 -0.0092
C 0.3852 4.2178 0.1170
C 0.0411 2.8864 0.1528
N 0.9249 1.8932 0.0679
C 2.3206 -2.4536 -0.1826
C 2.7699 -3.7810 -0.2173
C 1.8672 -4.8116 -0.3231
C 0.5022 -4.5053 -0.3936
C 0.1171 -3.1853 -0.3414
N 0.9764 -2.1688 -0.2366
H 5.1407 -2.2152 -0.2837
H 5.0905 2.0431 -0.1575
H 3.7263 3.7714 -0.1447
H 2.0381 5.5929 -0.0567
H -0.3729 4.9800 0.1928
H -0.9986 2.5908 0.2524
H 3.8267 -3.9816 -0.1521
H 2.1930 -5.8388 -0.3405
H -0.2398 -5.2801 -0.4875
H -0.9336 -2.9201 -0.3822
S 0.2656 0.0229 2.6206
C -1.4378 -0.1415 2.8633
C -1.9252 -0.0511 4.1699
C -3.2585 -0.2927 4.4574
C -3.7202 -0.1829 5.7882
N -4.0793 -0.0583 6.8692
C -4.1519 -0.6466 3.4213
C -3.6863 -0.6725 2.1111
C -2.3626 -0.3878 1.8278
S -1.8085 -0.5136 0.1360
C -5.4867 -1.0033 3.7035
N -6.5701 -1.3160 3.9114
H -1.2340 0.1837 4.9644
H -4.3637 -0.9392 1.3135
C -3.4380 1.8246 -3.5350
Si -2.3297 0.5926 -2.6127
C -0.4965 1.0898 -2.7539
C -2.5187 -1.1995 -3.2318
C -2.9001 0.6266 -0.7698
H -3.1772 1.8366 -4.5862
H -3.3287 2.8357 -3.1564
H -4.4852 1.5529 -3.4578
H -0.1240 0.9125 -3.7583
H 0.1340 0.4904 -2.0622
H -0.3326 2.1409 -2.5303
H -2.4277 -1.2429 -4.3132
H -3.4841 -1.6231 -2.9711
H -1.7519 -1.8462 -2.8102
H -3.9113 0.2420 -0.6706
H -2.8581 1.6130 -0.3105
*
```

6.
# C8H17N3O3

An isolated molecule of C8H17N3O3 in a non-equilibrium geometry (ωB97M-V/def2-TZVPD, OMol25).

E_tot: -705.03355 Eh
HOMO-LUMO gap: 10.23 eV
HOMO level: -9.65 eV
Relative energy (zero: lowest compared OMol25 entry of this formula, charge and spin): 6.8 kJ/mol
SMILES: NCCCC[C@H](NC(=O)CN)C(=O)O

ORCA input file:
```
! RIJCOSX wB97M-V def2-TZVPD def2/J DEFGRID3
* xyz 0 1
C 2.0649 -2.5191 -1.3602
C 0.8516 -2.3801 -2.3048
C -0.1889 -0.9612 -0.5131
C -1.5969 -0.9925 0.0481
C 0.3166 0.5093 -0.6333
C 0.3008 1.2527 0.6984
C -0.9219 2.1006 0.9731
C -0.9898 2.7315 2.3598
H 3.4275 -2.6580 -2.8644
H 3.0613 -4.1047 -2.2163
H 2.3681 -1.4971 -0.9889
H 1.8557 -3.1183 -0.3831
H -0.9468 -1.4500 -2.4233
H 0.4906 -1.5255 0.1229
H 1.3804 0.3992 -0.9981
H -0.1814 1.0018 -1.4069
H 1.2274 1.8767 0.6259
H 0.5231 0.5689 1.5506
H -1.8588 1.5576 0.7616
H -0.8914 2.8723 0.2487
H -0.0105 3.1809 2.5402
H -1.1023 1.9306 3.1346
H -1.9401 4.4714 1.9521
H -2.1966 3.9079 3.4433
H -2.5924 -1.2267 1.5615
N 3.2761 -3.0859 -1.9449
N -0.1649 -1.6192 -1.7758
N -2.1441 3.6283 2.5038
O 0.7958 -2.9106 -3.4097
O -2.5624 -0.7255 -0.6662
O -1.6505 -1.2153 1.3645
*
```